1.
64
Properties=species:S:1:pos:R:3:forces:R:3 method="wB97M-V/def2-TZVPD" de_lowest_kcal_mol=0.00 lumo_energy_ev="-3.38 / -4.12" s_squared=2.025 charge=+1 energy_ha=-4584.51255 spin_multiplicity=3
W -1.251 0.458 -1.192 -0.074 -0.064 -0.014
As 0.668 0.204 0.685 0.006 -0.012 -0.014
S -2.660 2.381 -1.863 0.027 -0.005 -0.038
S -2.280 1.390 0.829 -0.013 0.037 0.007
O 2.066 -0.089 -2.016 -0.001 0.000 0.003
O -0.027 -0.870 -2.221 -0.002 0.032 -0.004
N 0.189 2.193 -3.315 0.008 -0.011 -0.004
N -2.522 -0.184 -2.837 -0.013 0.025 -0.005
N -3.411 2.775 -4.384 0.011 -0.004 0.018
N -2.916 0.607 -3.880 0.017 -0.010 0.020
N -2.145 -1.480 -0.630 0.008 -0.024 -0.021
N 0.248 1.964 -1.896 0.005 0.032 0.016
C 0.314 -0.138 3.577 -0.009 0.008 -0.005
C -0.240 0.284 2.372 -0.018 0.008 0.009
C -0.406 0.004 4.751 0.006 -0.001 -0.007
C -2.060 -2.079 0.563 -0.002 -0.012 0.015
C 1.798 -1.345 0.841 0.019 0.006 0.011
C 2.985 -1.275 1.564 -0.004 -0.010 -0.005
C -2.413 -3.401 0.759 0.000 0.005 0.000
C 3.844 2.922 0.195 0.002 -0.015 -0.006
C -2.987 -3.525 -1.553 -0.022 -0.020 -0.026
C 3.084 1.760 0.167 -0.003 0.017 0.002
C 1.830 1.746 0.772 0.008 0.014 0.017
C -2.851 -1.422 -2.880 0.006 -0.004 0.006
C -2.627 -2.193 -1.675 0.026 0.001 0.029
C -1.515 0.838 2.328 0.027 -0.003 0.003
C -3.014 1.846 -3.494 -0.040 0.015 0.002
C 1.335 2.893 1.389 0.006 -0.004 0.000
C -2.232 0.985 3.516 -0.010 -0.003 -0.006
C 3.357 -3.618 1.173 0.002 -0.008 -0.004
C 1.246 -0.860 -2.482 0.018 -0.002 -0.003
C 1.394 -2.554 0.284 0.003 0.003 0.007
C -1.675 0.571 4.714 -0.001 0.000 0.005
C 2.174 -3.689 0.452 -0.004 0.000 -0.008
C -2.869 -4.142 -0.320 0.001 0.004 -0.008
C 3.762 -2.413 1.727 0.002 0.008 0.001
C 2.097 4.052 1.404 0.002 0.000 -0.002
C 3.351 4.066 0.808 -0.002 0.009 0.002
H 1.860 -4.627 0.014 0.002 -0.001 0.002
H 3.967 -4.503 1.299 0.000 0.001 0.002
H 3.311 -0.336 1.993 0.001 -0.002 0.002
H -3.224 1.418 3.491 0.001 -0.001 0.003
H 4.687 -2.355 2.286 0.000 0.001 0.000
H 1.156 1.516 -1.737 0.005 -0.025 -0.008
H 0.480 -2.614 -0.295 -0.001 0.001 -0.004
H 1.548 -1.653 -3.180 -0.012 0.003 0.000
H -3.146 -5.181 -0.198 0.000 0.000 -0.001
H -0.653 2.726 -3.501 0.000 -0.002 -0.004
H 3.462 0.877 -0.330 0.005 -0.003 0.001
H 1.714 4.941 1.887 0.000 0.000 -0.001
H -3.375 -1.823 -3.740 -0.002 -0.004 0.003
H 0.219 2.832 -1.361 -0.005 0.006 0.007
H -3.368 -4.054 -2.416 0.001 -0.001 0.002
H 3.948 4.969 0.826 0.000 -0.001 0.001
H -2.327 -3.832 1.745 0.002 0.006 0.002
H 0.019 -0.323 5.691 0.000 -0.001 0.000
H 4.822 2.931 -0.266 0.000 0.002 0.001
H 0.360 2.884 1.863 0.002 0.000 -0.001
H -3.662 3.693 -4.062 0.003 0.004 -0.005
H 1.302 -0.581 3.595 0.004 -0.002 0.006
H -2.241 0.685 5.630 0.001 0.001 0.000
H -3.783 2.459 -5.265 0.000 -0.001 0.000
H 0.985 2.762 -3.588 0.001 0.007 -0.001
H -1.701 -1.475 1.384 -0.002 0.000 -0.001


2.
67
Properties=species:S:1:pos:R:3:forces:R:3 method="wB97M-V/def2-TZVPD" de_lowest_kcal_mol=25.94 lumo_energy_ev=3.57 charge=-2 energy_ha=-7930.69612
I 3.465 -0.134 2.226 0.146 -0.533 0.282
Rb -0.024 0.306 0.470 0.066 0.354 -0.432
Br 6.336 -1.515 3.757 0.035 -0.042 0.018
Se -4.144 3.477 -0.035 0.029 -0.236 -0.024
Cl -2.708 -3.424 4.610 -0.146 -0.148 0.172
S 4.970 4.707 1.908 0.614 0.755 0.131
Si -5.375 2.763 1.655 0.070 0.201 -0.280
O -0.466 -3.846 2.731 0.009 0.107 -0.113
O -0.393 -1.746 1.919 -0.109 -0.306 0.228
N 3.350 2.464 1.559 0.045 0.512 -0.031
N 2.245 0.846 -1.879 -0.345 -0.165 -0.111
N -2.377 -0.864 -2.240 0.106 0.148 0.054
N 4.564 1.188 -1.871 -0.026 -0.006 0.116
N 0.079 -0.208 -3.294 -0.511 -0.442 1.086
N 1.280 -0.054 -3.821 0.631 0.352 -1.047
C -4.740 -0.500 -2.218 -0.111 0.117 -0.090
C -4.525 3.080 3.323 -0.210 -0.068 0.001
C 4.033 3.405 1.725 -0.708 -0.891 -0.262
C 3.783 -0.227 -5.146 0.071 0.000 -0.071
C -1.988 -2.170 3.576 0.336 0.013 -0.406
C 6.012 0.640 -3.734 0.073 0.019 0.000
C 2.311 0.352 -3.189 -0.428 -0.144 0.445
C -0.836 -2.674 2.654 -0.252 -0.074 0.342
C -0.888 0.593 -3.445 0.493 0.279 -0.452
C 2.608 -4.281 3.279 0.001 -0.063 0.050
C 3.621 0.259 -3.852 0.270 0.187 0.009
C 3.648 -2.131 2.901 0.115 0.124 0.007
C -7.051 3.674 1.684 0.034 -0.117 0.187
C -2.238 0.238 -2.990 -0.330 -0.220 0.223
C 3.755 -4.736 3.911 0.037 -0.026 -0.023
C -3.600 -1.208 -1.865 -0.016 -0.097 -0.054
C 4.792 -2.610 3.534 -0.031 0.075 -0.071
C 3.328 1.227 -1.306 0.140 0.178 -0.064
C 4.858 -3.904 4.030 -0.010 0.010 0.013
C -3.319 1.026 -3.366 0.010 0.030 0.051
C 6.149 0.166 -5.025 0.044 0.004 0.101
C -5.818 0.914 1.611 -0.030 0.114 0.087
C 2.563 -2.991 2.775 -0.058 0.076 -0.117
C 4.750 0.697 -3.149 -0.159 -0.127 -0.278
C 5.034 -0.265 -5.736 -0.075 -0.031 -0.032
C -4.592 0.650 -2.972 0.080 -0.046 0.087
H -6.904 4.738 1.885 0.054 0.020 -0.023
H -5.222 3.014 4.165 -0.016 -0.035 0.029
H 1.661 -2.649 2.283 -0.047 -0.003 0.036
H -3.675 -2.105 -1.258 0.008 0.044 0.031
H 2.906 -0.571 -5.676 -0.028 0.031 0.018
H -7.730 3.277 2.446 -0.001 -0.017 0.028
H -7.540 3.589 0.712 0.037 -0.028 -0.033
H 3.800 -5.741 4.313 0.002 -0.005 0.001
H 3.288 1.658 -0.309 0.058 -0.052 0.078
H 5.765 -4.243 4.513 -0.007 -0.001 0.010
H 6.875 0.974 -3.171 0.004 0.002 -0.006
H 1.724 -4.897 3.185 -0.013 0.023 -0.024
H -3.727 2.354 3.489 0.031 0.001 -0.028
H -4.077 4.074 3.322 0.001 0.021 -0.021
H -1.603 -1.390 4.227 -0.010 0.016 -0.027
H 7.132 0.121 -5.477 -0.001 0.029 -0.003
H -4.930 0.288 1.712 0.039 0.022 -0.020
H -5.717 -0.828 -1.892 0.019 -0.013 0.083
H 5.145 -0.625 -6.751 -0.009 -0.039 0.018
H -6.304 0.657 0.668 0.009 0.034 -0.063
H -5.446 1.259 -3.227 -0.045 0.049 0.004
H -3.164 1.936 -3.931 0.040 -0.001 -0.005
H -0.777 1.543 -3.976 0.039 -0.029 -0.007
H -2.778 -1.758 2.952 -0.010 0.022 0.054
H 5.358 1.486 -1.328 -0.057 0.064 0.089
H -6.508 0.660 2.423 0.006 -0.023 0.045


3.
62
Properties=species:S:1:pos:R:3:forces:R:3 method="wB97M-V/def2-TZVPD" lumo_energy_ev="-0.83 / -0.77" s_squared=4.186 charge=0 energy_ha=-3777.74540 spin_multiplicity=4
Mn -0.324 -0.004 1.052 0.582 1.041 0.318
Cl -2.206 2.613 -2.288 0.203 -0.088 -0.344
Cl -2.187 4.733 -0.351 0.474 -0.156 0.075
Si 1.484 -0.514 -0.832 1.290 -0.484 -0.323
O 0.863 0.776 2.301 0.155 -0.056 0.175
O -0.567 1.508 -0.098 -0.205 0.522 -0.355
O -2.049 0.549 1.983 0.368 0.559 0.286
O 0.824 3.265 -0.030 0.187 0.506 0.370
N -1.547 -1.112 0.003 0.551 0.095 0.185
N 0.214 -1.697 1.791 0.720 -1.568 -0.160
C -1.053 -2.457 -0.193 -0.800 0.358 1.111
C -0.457 -2.857 1.161 -0.416 -0.756 0.817
C 1.854 0.307 3.022 0.103 0.998 -0.754
C -3.674 2.243 1.547 0.012 0.409 1.573
C 0.488 0.527 -3.365 -0.071 0.538 1.087
C -0.046 0.468 -4.644 1.306 -1.753 0.610
C -2.733 -0.767 -0.321 -0.558 -0.814 -0.338
C -2.972 1.056 1.238 -0.177 -0.205 0.109
C 3.241 -1.521 3.849 0.340 0.713 0.551
C 1.199 -1.976 2.586 0.214 -0.659 -0.017
C 4.112 -0.621 4.432 0.778 -1.687 0.212
C -0.214 2.730 -0.330 -0.499 -0.663 -0.261
C 2.739 0.875 -0.567 -1.483 0.863 -0.592
C -4.706 2.703 0.770 0.972 -1.209 -0.223
C 0.867 -0.619 -2.620 -0.773 -0.035 -1.133
C -0.023 -0.779 -5.267 -0.849 0.724 -1.292
C -4.523 0.858 -0.655 0.744 -2.129 -1.374
C -1.163 3.563 -1.252 0.524 0.486 0.450
C 2.124 -1.063 3.138 -0.651 0.257 0.212
C 0.309 -1.949 -4.626 0.055 0.005 -0.179
C 2.768 1.212 3.618 -0.196 0.695 -0.302
C 2.416 -2.179 -0.496 0.114 -0.212 -0.067
C -3.400 0.385 0.070 -0.641 1.416 0.105
C -5.154 2.005 -0.376 -0.142 0.946 1.180
C 0.719 -1.854 -3.299 0.515 -0.189 0.551
C 3.876 0.759 4.268 1.260 -0.678 0.720
H -0.288 -0.800 -6.333 -0.044 -0.168 0.473
H -1.876 -3.101 -0.470 -0.154 -0.435 -0.060
H -5.985 2.370 -0.935 -0.345 0.125 -0.395
H -0.335 1.304 -5.220 -0.237 1.002 -0.221
H 1.433 -3.026 2.878 -0.523 0.443 -0.584
H 5.009 -1.057 4.987 -1.300 1.030 -0.832
H 4.691 1.384 4.667 -0.877 0.213 -0.265
H 1.037 -2.761 -2.791 -0.138 -0.029 0.006
H -0.436 4.179 -1.802 -0.664 -0.246 -0.230
H 2.696 -2.212 0.571 -0.049 -0.062 -0.425
H 3.388 -2.583 3.929 0.142 -0.333 0.095
H 3.194 0.775 0.389 0.736 -0.367 0.804
H -5.105 3.618 1.079 -0.964 1.280 0.166
H 1.946 -3.152 -0.772 0.022 0.756 0.291
H 2.620 2.280 3.480 -0.154 -0.221 -0.041
H 0.228 -3.709 1.068 0.069 0.275 -0.103
H -3.425 2.774 2.505 -0.064 -0.519 -1.176
H 0.614 1.501 -2.882 -0.167 -0.246 -0.173
H 3.369 -2.164 -1.065 -0.433 0.213 0.212
H -4.786 0.231 -1.533 -0.086 0.586 0.525
H 3.462 1.153 -1.345 -0.152 -0.598 0.098
H 2.114 1.775 -0.412 0.342 -0.259 -0.175
H -0.360 -2.419 -0.996 0.906 -0.339 -0.531
H -1.221 -3.186 1.901 0.013 0.240 -0.820
H 0.238 -2.866 -5.239 0.275 0.335 0.896
H -3.322 -1.474 -0.879 -0.158 -0.465 -0.517